Entry 1:
36
Properties=species:S:1:pos:R:3:forces:R:3:lowdin_spin:R:1 method="wB97M-V/def2-TZVPD" total_charge=+1 multiplicity=2 total_energy_ev=-62798.83108 orbital_gap_ev="10.04 / 4.58"
Cs -1.9771 -0.5674 -0.1905 -0.08 -0.14 -0.05 0.000
C -0.0627 1.3375 -4.9887 0.15 0.14 -0.48 0.014
F -0.5713 0.1062 -5.1784 0.19 1.62 0.11 0.003
F 1.2231 1.3464 -5.3253 -0.63 0.05 -0.09 0.003
F -0.7264 2.3117 -5.7003 1.06 -2.23 1.90 0.007
S -0.0499 1.7420 -3.0596 -4.87 3.01 -0.64 0.021
O 0.1132 3.2097 -3.0313 0.32 -3.30 0.25 -0.005
O -1.3380 1.2494 -2.4767 3.47 0.11 -1.03 0.025
N 1.2864 0.8407 -2.4630 -1.15 1.22 -0.77 0.547
S 2.3387 1.9557 -1.9739 5.35 0.66 -0.05 -0.036
O 2.8381 2.8988 -2.9852 -1.51 -1.58 0.93 0.258
O 2.0811 2.4599 -0.6585 -0.96 -0.10 -0.33 0.174
C 3.9074 0.8423 -1.7109 -0.32 -0.32 -1.07 -0.006
F 4.8855 1.6667 -1.4015 -0.25 -0.04 0.18 -0.001
F 3.6624 -0.0072 -0.7240 0.01 0.10 0.02 -0.001
F 4.2699 0.1439 -2.8128 -0.76 0.75 0.89 -0.001
C -3.1003 -4.1346 2.7706 0.13 -1.30 0.93 0.000
C -3.3606 -3.3784 1.5056 -0.30 0.76 1.05 0.000
O -2.3388 -3.6157 0.5736 -0.05 0.14 -0.64 0.000
O -3.3321 -5.5299 2.6235 -0.37 -0.35 -0.57 0.000
H -3.7325 -3.8334 3.6059 -0.11 0.42 -0.15 0.000
H -2.0599 -4.0519 3.0850 0.08 0.72 -0.08 0.000
H -3.3528 -2.3295 1.8021 0.28 0.33 -0.12 0.000
H -4.3651 -3.5198 1.1066 -0.03 -0.50 -0.10 0.000
H -2.5068 -4.5099 0.2672 0.29 -0.25 -0.30 0.000
H -2.5069 -6.0196 2.5956 0.02 0.09 0.05 0.000
C 1.4659 2.3643 2.5911 -0.01 -0.12 -1.74 0.000
C 0.7610 1.0987 1.9262 0.25 1.90 1.46 0.000
O -0.6259 1.3589 1.5308 1.38 -0.16 0.22 0.000
O 0.6868 2.9245 3.6024 -0.79 -0.19 0.46 0.000
H 1.6212 3.1159 1.8170 -0.17 0.11 -0.25 0.000
H 2.4756 2.1487 2.9407 -0.05 -0.66 0.02 0.000
H 0.7877 0.3897 2.7537 -0.14 -0.71 -0.51 0.000
H 1.3359 0.8564 1.0324 -0.16 -0.40 0.26 -0.001
H -0.9572 1.9767 2.1867 -0.22 0.26 0.23 0.000
H 1.2247 3.1528 4.3640 -0.04 -0.04 -0.01 0.000



Entry 2:
23
Properties=species:S:1:pos:R:3:forces:R:3:lowdin_spin:R:1 method="wB97M-V/def2-TZVPD" relative_energy_kj_mol=0.0 total_charge=+1 multiplicity=6 total_energy_ev=-38681.11454 orbital_gap_ev="7.85 / 7.96"
C 2.5387 -0.2053 1.3037 0.27 -0.35 0.47 -0.001
H 2.6944 0.5654 2.0757 -0.11 -0.26 -0.30 0.000
H 3.4294 -0.8434 1.2489 -0.26 0.20 -0.03 0.000
H 1.6744 -0.8365 1.5646 0.25 0.28 -0.07 0.000
O -3.3709 2.3385 2.2232 -0.05 -0.72 0.01 0.000
C -3.7185 1.1867 2.1428 -0.11 0.57 -0.35 0.000
H -4.7807 0.8852 2.2593 0.27 0.04 0.13 0.000
H -3.0026 0.3803 1.8720 -0.09 0.08 0.18 0.000
O 2.3715 0.4175 0.0326 -0.18 0.15 -0.84 -0.019
C 1.3705 1.4827 -0.0868 -0.64 0.07 0.89 0.008
C -0.0122 0.9196 0.1170 -0.20 0.25 0.91 0.002
O -0.3750 0.2038 -1.1007 0.43 0.45 -0.72 -0.016
C -0.4440 -1.2210 -1.0893 0.10 -0.79 0.15 0.000
C -0.0043 -1.6827 -2.4810 -1.64 -1.25 0.24 0.001
O 1.2207 -1.1357 -2.8475 -0.25 -0.62 -0.27 -0.013
Dy 1.6733 0.6469 -2.2062 1.32 1.55 0.54 5.036
H 1.6029 2.3078 0.6017 -0.01 -0.19 -0.41 0.001
H -0.7321 1.7399 0.2465 0.16 -0.25 -0.07 0.000
H -0.1408 0.2182 0.9603 0.04 0.21 -0.23 0.001
H -1.4643 -1.5601 -0.8484 0.31 0.12 -0.15 0.000
H 0.2497 -1.6156 -0.3271 -0.18 0.12 -0.16 0.000
H -0.8052 -1.4025 -3.1975 0.46 -0.08 0.17 0.000
H 0.0249 -2.7898 -2.4639 0.10 0.44 -0.09 0.001



Entry 3:
80
Properties=species:S:1:pos:R:3:forces:R:3:lowdin_charge:R:1 method="wB97M-V/def2-TZVPD" total_charge=-4 multiplicity=1 total_energy_ev=-239822.96962 orbital_gap_ev=7.79
Li 2.8947 -0.7865 -1.7218 0.47 -0.89 -0.56 0.587
Li 2.4455 0.4737 0.7826 0.34 0.54 0.20 0.572
N 1.7092 -1.0566 -0.2035 -0.60 -4.37 0.83 -0.403
S 1.6440 -2.6881 0.3409 2.46 -3.32 1.71 0.574
O 1.1304 -3.6148 -0.6456 0.16 1.83 0.82 -0.249
O 1.3552 -2.9058 1.7366 -0.28 0.98 -1.82 -0.241
F 3.2170 -2.9685 0.3459 -0.47 0.67 -0.64 -0.176
S 0.1507 -0.9134 -0.4327 -4.55 6.66 -1.62 0.512
O -0.8310 -1.4587 0.4430 1.11 -1.45 -0.28 -0.226
O -0.2707 -0.5651 -1.7829 1.23 -1.84 0.98 -0.273
F 0.1614 0.6153 0.1626 0.40 0.01 -0.04 -0.236
N 2.1692 1.4950 2.4988 -2.70 -1.00 2.11 -0.315
S 0.7395 1.0208 3.3435 -0.74 -3.71 -0.79 0.589
O -0.5495 1.3848 2.8065 1.45 1.17 0.65 -0.271
O 0.8589 0.8147 4.7566 0.56 0.89 -0.67 -0.261
F 0.8423 -0.4495 2.7380 0.42 0.08 0.44 -0.201
S 1.8163 2.9879 2.3138 0.95 5.24 -1.78 0.442
O 1.4898 3.7371 3.5181 0.20 -1.07 -0.59 -0.315
O 1.0577 3.3308 1.1356 0.43 -0.49 0.90 -0.283
F 3.2996 3.5103 1.9327 -0.65 -0.42 0.36 -0.197
N 2.9948 0.7324 -2.9807 -0.28 3.20 1.37 -0.316
S 3.5483 1.9716 -1.9908 3.64 -1.52 1.81 0.539
O 3.0726 1.8322 -0.6428 -0.44 -0.12 -0.54 -0.320
O 3.8263 3.2756 -2.4939 -1.00 -0.33 -0.41 -0.236
F 5.0156 1.3479 -1.8951 -0.42 0.04 -0.01 -0.180
S 1.7447 1.5556 -3.5562 -2.84 -0.54 -2.74 0.455
O 2.0925 2.3025 -4.7356 -0.06 -0.08 0.58 -0.294
O 0.8128 2.1411 -2.6271 1.20 -0.23 -0.30 -0.261
F 0.9577 0.3136 -4.1346 0.18 -0.07 -0.04 -0.178
N 4.9538 -1.7439 -4.0995 3.44 -0.52 2.30 -0.259
S 6.0394 -1.9807 -2.8206 2.65 1.23 -0.55 0.539
O 7.0902 -2.9367 -3.1269 -1.43 0.74 0.34 -0.304
O 5.4684 -1.9286 -1.5073 -0.07 -0.27 -0.79 -0.266
F 6.8117 -0.6027 -2.9382 -0.36 -0.06 -0.32 -0.182
S 4.0465 -2.9403 -3.7624 -6.45 -0.97 -1.03 0.472
O 3.0351 -2.5659 -2.7614 1.14 -0.45 -0.68 -0.375
O 4.4216 -4.3267 -3.7787 0.72 0.91 0.15 -0.272
F 3.1806 -2.8121 -5.1426 0.41 -0.22 0.50 -0.226
N -3.9894 -4.8458 2.5281 0.02 3.40 0.37 -0.289
S -2.4943 -4.7464 2.0720 2.77 -2.88 -0.86 0.450
O -1.6310 -4.8641 3.2299 -0.05 0.34 -1.53 -0.298
O -2.2054 -3.9446 0.9182 -0.02 0.25 1.16 -0.275
F -2.4650 -6.2107 1.3701 0.12 -0.19 0.51 -0.241
S -4.1780 -3.2439 2.9424 -4.90 0.37 2.11 0.534
O -5.3562 -2.7489 2.2821 0.57 -0.24 -0.38 -0.311
O -3.2159 -2.2587 3.3183 1.25 -0.98 -0.97 -0.268
F -4.7815 -3.5197 4.4501 0.02 -0.47 -0.21 -0.265
N 5.3309 0.2679 3.3687 0.80 -1.59 -3.14 -0.244
S 6.5443 0.8971 2.5360 2.57 4.30 1.10 0.482
O 6.1949 1.7361 1.4043 0.37 -1.41 0.94 -0.289
O 7.7889 0.1695 2.5257 -0.76 -0.36 -0.57 -0.317
F 6.9741 2.0358 3.6413 -0.66 -0.30 -0.03 -0.257
S 4.9471 -0.8464 2.1756 -2.83 -1.78 2.04 0.515
O 5.8123 -1.9759 2.0026 -0.03 1.12 -0.14 -0.253
O 4.2889 -0.2653 1.0338 0.34 -0.19 -0.05 -0.368
F 3.7256 -1.4718 2.9833 0.31 0.27 -0.11 -0.180
C -7.3879 2.0189 -3.2103 -0.76 0.15 0.06 -0.084
O -6.0026 2.1258 -3.3646 0.61 0.35 -0.45 -0.018
C -5.2110 1.1426 -2.8687 0.07 -0.20 -0.16 -0.623
O -5.5761 0.1577 -2.3047 -0.72 -0.36 0.26 0.152
O -3.9733 1.4414 -3.1719 0.27 1.33 -0.02 0.017
C -2.9522 0.5573 -2.7282 0.92 -1.30 -0.77 -0.021
H -7.6872 2.4642 -2.2583 -0.07 -0.51 0.18 0.095
H -7.7502 1.0005 -3.3571 0.12 -0.05 0.45 0.092
H -7.8805 2.6294 -3.9730 0.41 0.06 -0.17 0.079
H -3.0623 -0.3609 -3.3126 -0.11 -0.23 0.49 0.105
H -2.9157 0.3451 -1.6633 -0.44 0.17 0.01 0.101
H -1.9774 0.9265 -3.0410 -0.24 0.60 0.16 0.084
C -5.0610 4.1119 1.8073 -0.52 0.70 -0.26 -0.060
O -5.8170 2.9669 1.4529 -0.77 0.60 -0.22 -0.012
C -5.3281 1.7381 1.5333 1.81 -1.72 -0.40 -0.627
O -5.9814 0.7512 1.3536 -0.76 0.33 0.14 0.135
O -4.0115 1.7474 1.7379 -0.02 0.50 -0.34 -0.005
C -3.2716 0.5176 1.9031 0.47 -0.71 0.93 -0.007
H -5.6427 4.9301 1.3738 -0.05 0.06 0.20 0.081
H -4.0737 4.2075 1.3600 0.13 -0.62 0.26 0.100
H -5.0736 4.2212 2.8913 0.43 0.00 0.00 0.093
H -2.3698 0.4459 1.3002 -0.21 0.76 -0.39 0.072
H -3.8096 -0.4137 1.7540 -0.68 0.42 -0.07 0.076
H -2.9167 0.5655 2.9294 -0.03 -0.26 0.02 0.088



Entry 4:
20
Properties=species:S:1:pos:R:3:forces:R:3:lowdin_charge:R:1 method="wB97M-V/def2-TZVPD" smiles=C[C@@]1(N)C[C@@H]1CCF relative_energy_kj_mol=106.7 multiplicity=1 total_energy_ev=-10623.05668 orbital_gap_ev=9.72
C -2.4524 0.1200 -0.9437 0.63 -0.98 1.17 -0.023
C -1.1999 0.5811 -0.2288 0.03 2.10 -0.14 -0.494
N -0.4120 1.6716 -0.8818 -1.84 -0.66 -0.69 0.084
C -1.3717 0.8035 1.2811 1.22 1.08 -0.47 -0.041
C -0.4899 -0.2959 0.7231 -0.73 -1.33 0.13 -0.252
C 1.0129 -0.3808 0.8079 0.09 -0.30 1.70 -0.170
C 1.6271 -1.1415 -0.3013 -0.44 -1.02 -1.14 -0.226
F 3.0159 -1.2248 -0.1797 -0.34 0.23 0.03 -0.056
H -2.3041 -0.1706 -1.9525 0.36 -0.32 -1.08 0.062
H -2.8470 -0.7568 -0.3998 0.19 0.24 -0.26 0.091
H -3.2312 0.8359 -0.9183 -0.63 1.06 0.02 0.068
H 0.4201 1.8871 -0.4025 0.95 0.20 0.76 0.037
H -0.1737 1.5595 -1.8685 -0.36 -0.44 0.44 0.076
H -0.9210 1.7366 1.6808 -0.16 -0.82 -0.34 0.117
H -2.2883 0.5343 1.7728 -0.23 -0.19 -0.03 0.094
H -1.0673 -1.2344 0.7998 0.94 0.03 0.12 0.143
H 1.4893 0.5875 0.8818 -0.02 0.43 0.00 0.112
H 1.3070 -0.9231 1.7253 -0.25 0.38 -0.07 0.130
H 1.3640 -0.6728 -1.2578 0.35 -0.14 -0.02 0.118
H 1.2364 -2.1795 -0.3007 0.24 0.44 -0.12 0.131



Entry 5:
23
Properties=species:S:1:pos:R:3:forces:R:3:lowdin_charge:R:1 method="wB97M-V/def2-TZVPD" multiplicity=1 total_energy_ev=-18580.07534 orbital_gap_ev=8.78
Na 2.0262 0.2213 -3.3080 -0.59 -0.04 0.69 0.560
C 1.1419 -2.2582 -0.1218 -0.14 0.14 0.15 -0.020
N 0.2997 -1.1201 0.2323 0.00 0.06 0.03 -0.077
C -0.2580 -1.1415 1.5849 0.22 0.00 -0.23 -0.158
C -1.4567 -0.2326 1.6778 -0.23 -0.10 -0.10 -0.158
C -1.0825 1.1383 1.1748 0.18 0.09 -0.23 -0.158
N -0.4946 1.0527 -0.1619 0.02 -0.03 0.07 -0.077
C -0.5070 2.2857 -0.9408 -0.04 -0.12 0.18 -0.020
C 0.2620 -0.0116 -0.5695 0.13 -0.02 -0.12 -0.430
O 0.8772 0.0181 -1.6526 -0.77 -0.12 1.12 -0.054
H 0.5760 -3.1793 0.0265 0.00 0.02 0.00 0.092
H 2.0363 -2.3011 0.5062 -0.01 0.05 0.01 0.097
H 1.4465 -2.1987 -1.1573 -0.02 0.08 -0.09 0.083
H 0.5048 -0.8478 2.3141 0.06 0.03 0.01 0.131
H -0.5360 -2.1674 1.8173 -0.02 -0.11 -0.04 0.122
H -1.8112 -0.1766 2.7068 0.01 0.01 0.00 0.121
H -2.2664 -0.6354 1.0619 0.03 0.02 0.06 0.128
H -0.3843 1.6240 1.8657 0.06 0.02 0.01 0.131
H -1.9613 1.7773 1.1137 -0.07 0.05 -0.05 0.122
H 0.1080 3.0598 -0.4729 0.02 -0.04 0.02 0.098
H -1.5321 2.6544 -1.0039 0.01 -0.01 0.00 0.092
H -0.1388 2.1080 -1.9424 0.03 -0.09 -0.03 0.082
F 3.1504 0.3307 -4.7510 1.13 0.11 -1.46 -0.706



Entry 6:
19
Properties=species:S:1:pos:R:3:forces:R:3:lowdin_charge:R:1 method="wB97M-V/def2-TZVPD" smiles="CC(C)(C)[NH+]1C=C1" relative_energy_kj_mol=398.5 total_charge=+1 multiplicity=1 total_energy_ev=-7895.93115 orbital_gap_ev=11.29
C 0.9852 -1.1084 0.8264 -1.53 -0.66 0.84 -0.006
C 0.1783 0.0650 0.2721 1.28 -1.59 -2.47 -0.559
C 0.8659 0.8387 -0.8213 2.56 -1.06 -1.29 -0.033
C -0.4664 0.9090 1.3267 0.24 0.10 -0.11 0.012
N -0.9213 -0.7406 -0.3944 -1.46 -1.51 -1.29 -0.032
C -1.0931 -1.4371 -1.8240 -3.57 5.79 3.07 0.209
C -1.9078 -0.4181 -1.4439 2.28 -1.43 -2.04 0.088
H 0.1619 -1.7770 1.2151 1.26 0.55 0.96 0.108
H 1.4679 -1.8306 0.1898 0.46 0.51 -1.05 0.091
H 1.6788 -0.7622 1.5638 0.23 -0.13 0.69 0.097
H 1.4348 0.2062 -1.6502 -1.37 0.78 1.86 0.139
H 1.6934 1.3982 -0.3518 -0.56 0.19 -0.31 0.109
H 0.1953 1.4618 -1.3793 -0.32 0.73 -0.01 0.076
H -1.5006 0.6851 1.3273 -1.32 0.23 0.12 0.085
H -0.1338 0.6712 2.3074 0.54 -0.30 0.81 0.092
H -0.2931 1.9569 1.1698 -0.12 0.47 -0.19 0.100
H -1.2728 -1.3786 0.3075 -0.54 0.08 0.27 0.140
H -0.8636 -2.2819 -2.4000 0.84 -0.92 -0.41 0.110
H -2.6104 0.4649 -1.6649 1.10 -1.84 0.55 0.173